Model i:
{
  "formula": "CF3IO",
  "method": "ωB97M-V with the def2-TZVPD basis set",
  "orbital_gap_ha": 0.320,
  "smiles": "FC(F)(F)OI",
  "spin_multiplicity": 1,
  "elements": ["C", "O", "F", "F", "F", "I"],
  "coordinates": [[0.0385, 0.2025, -0.3157], [0.2728, 1.4150, 0.4457], [0.6023, 0.3625, -1.5586], [0.7260, -0.7894, 0.2877], [-1.2431, -0.0339, -0.3610], [1.1849, 1.2163, 2.2346]],
  "mulliken_charge": [0.930, -0.580, -0.219, -0.264, -0.192, 0.325]
}



Model ii:
{
  "formula": "CF3IO",
  "method": "ωB97M-V with the def2-TZVPD basis set",
  "orbital_gap_ha": 0.312,
  "spin_multiplicity": 1,
  "elements": ["C", "O", "F", "F", "F", "I"],
  "coordinates": [[-0.2553, 0.5746, -0.2724], [1.1477, -0.7024, 0.2820], [-0.8181, -0.0302, -1.2462], [-0.9057, 0.8362, 0.7642], [0.3805, 1.5553, -0.8159], [0.4509, -2.2334, 1.2883]],
  "mulliken_charge": [0.835, -0.616, -0.153, -0.120, -0.162, 0.217]
}



According to the calculations, the structures order from most to least stable as model i, model ii.



Model i:
{
  "formula": "C33H32BrN5O3RuS",
  "method": "ωB97M-V with the def2-TZVPD basis set",
  "orbital_gap_ha": [0.215, 0.228],
  "s2": 0.785,
  "charge": -1,
  "spin_multiplicity": 2,
  "elements": ["Ru", "N", "C", "C", "C", "O", "O", "H", "H", "H", "H", "H", "H", "C", "C", "C", "C", "C", "C", "C", "C", "C", "C", "C", "C", "C", "C", "C", "H", "H", "H", "H", "H", "H", "H", "H", "H", "H", "C", "N", "C", "N", "O", "H", "H", "H", "H", "H", "H", "N", "C", "N", "C", "C", "C", "C", "C", "C", "S", "H", "H", "H", "H", "H", "H", "Br", "C", "C", "C", "C", "C", "C", "H", "H", "H", "H"],
  "coordinates": [[1.4094, 0.1847, 2.0405], [0.2487, 0.7238, 3.7231], [0.9988, 1.3366, 4.8322], [1.9015, 0.3189, 5.5086], [3.1348, -0.1229, 4.7162], [4.1100, -0.5285, 5.3352], [3.0593, -0.0587, 3.4326], [-0.4710, 1.3524, 3.3773], [-0.2300, -0.1085, 4.0615], [0.3077, 1.7577, 5.5702], [1.5902, 2.1593, 4.4251], [1.3258, -0.5855, 5.7357], [2.2541, 0.7080, 6.4635], [-0.0594, 0.7226, 0.9285], [-1.0353, 1.0488, 0.2248], [-2.0631, 1.3351, -0.6543], [-1.8320, 2.3731, -1.6684], [-0.9593, 3.4386, -1.4009], [-0.6663, 4.3911, -2.3619], [-1.2303, 4.3114, -3.6299], [-2.0935, 3.2607, -3.9163], [-2.3925, 2.3103, -2.9536], [-3.3217, 0.5900, -0.5892], [-4.5336, 1.1120, -1.0695], [-5.7139, 0.3937, -0.9713], [-5.7295, -0.8687, -0.3913], [-4.5411, -1.3974, 0.0991], [-3.3610, -0.6814, 0.0056], [-0.5104, 3.4980, -0.4167], [0.0120, 5.2011, -2.1206], [-0.9976, 5.0531, -4.3836], [-2.5304, 3.1732, -4.9043], [-3.0465, 1.4845, -3.2052], [-4.5514, 2.1038, -1.5031], [-6.6336, 0.8293, -1.3444], [-6.6526, -1.4302, -0.3210], [-4.5284, -2.3819, 0.5518], [-2.4421, -1.1049, 0.3916], [-0.2978, -0.6444, -3.6621], [0.7378, -1.5895, -3.2997], [0.9010, -2.0741, -2.0196], [-0.1569, -1.8721, -1.1784], [1.9097, -2.6914, -1.7011], [-0.1461, -0.3384, -4.6961], [-0.2911, 0.2583, -3.0427], [-1.2843, -1.1092, -3.5941], [1.6162, -1.5245, -3.7865], [-0.7786, -1.1036, -1.3792], [0.0716, -1.9367, -0.1948], [4.3207, -1.5077, 1.6468], [3.9134, -0.9290, 0.5092], [2.8491, -0.1669, 0.3877], [2.7874, 0.3520, -0.9167], [1.8812, 1.2947, -1.3939], [1.9572, 1.7112, -2.7136], [2.9299, 1.2102, -3.5762], [3.8604, 0.2942, -3.1109], [3.7823, -0.1088, -1.7878], [4.8500, -1.1810, -0.9434], [3.9891, -1.0622, 2.5193], [5.2233, -1.9475, 1.6496], [1.1176, 1.6791, -0.7371], [1.2374, 2.4376, -3.0727], [2.9706, 1.5459, -4.6051], [4.6373, -0.0920, -3.7588], [-1.5607, -5.8440, 2.4909], [-0.7262, -4.1342, 2.3551], [0.6246, -4.0474, 2.0706], [1.2244, -2.7983, 1.9719], [0.5148, -1.5976, 2.1490], [-0.8594, -1.7505, 2.4183], [-1.4804, -2.9901, 2.5267], [1.2074, -4.9456, 1.9122], [2.2772, -2.7702, 1.7303], [-1.4924, -0.8716, 2.4917], [-2.5433, -3.0573, 2.7234]],
  "mulliken_charge": [0.213, -0.428, -0.780, -0.479, 0.329, -0.722, -0.654, 0.281, 0.230, 0.403, 0.385, 0.233, 0.339, -0.759, -0.150, 0.705, 0.467, -0.351, -0.571, -0.577, -0.902, -0.215, 0.824, -0.552, -0.769, -0.546, -0.930, 0.257, 0.280, 0.389, 0.384, 0.385, 0.550, 0.513, 0.372, 0.380, 0.466, -0.067, -1.055, -0.067, 0.386, -0.111, -0.654, 0.346, 0.217, 0.356, 0.317, 0.153, -0.067, -0.238, 0.248, 0.097, -1.852, 0.492, -0.214, -0.722, -0.558, 1.446, -0.393, 0.262, 0.228, -0.032, 0.208, 0.403, 0.370, -0.272, -0.011, -0.820, -0.169, 0.947, -0.045, -0.755, 0.442, 0.405, 0.349, 0.427]
}



Model ii:
{
  "formula": "C33H32BrN5O3RuS",
  "method": "ωB97M-V with the def2-TZVPD basis set",
  "orbital_gap_ha": [0.214, 0.224],
  "s2": 1.041,
  "charge": -1,
  "spin_multiplicity": 2,
  "elements": ["Ru", "N", "C", "C", "C", "O", "O", "H", "H", "H", "H", "H", "H", "C", "C", "C", "C", "C", "C", "C", "C", "C", "C", "C", "C", "C", "C", "C", "H", "H", "H", "H", "H", "H", "H", "H", "H", "H", "C", "N", "C", "N", "O", "H", "H", "H", "H", "H", "H", "N", "C", "N", "C", "C", "C", "C", "C", "C", "S", "H", "H", "H", "H", "H", "H", "Br", "C", "C", "C", "C", "C", "C", "H", "H", "H", "H"],
  "coordinates": [[-0.4465, -0.5376, -0.0947], [-1.8075, -0.7049, -1.7039], [-2.9932, 0.1738, -1.6714], [-3.9234, -0.1868, -0.5246], [-3.4701, 0.2983, 0.8540], [-4.2691, 0.9183, 1.5465], [-2.2670, -0.0012, 1.1995], [-1.2589, -0.4864, -2.5314], [-2.1059, -1.6710, -1.7886], [-3.5337, 0.0630, -2.6183], [-2.6417, 1.2036, -1.6038], [-4.0202, -1.2788, -0.4891], [-4.9131, 0.2265, -0.7128], [0.2371, 0.9152, -1.1610], [0.8330, 1.4357, -2.1456], [1.4602, 2.0096, -3.2101], [2.8709, 2.4198, -3.0725], [3.3934, 2.7635, -1.8167], [4.7180, 3.1326, -1.6612], [5.5785, 3.1676, -2.7537], [5.0888, 2.8043, -4.0003], [3.7612, 2.4312, -4.1568], [0.7223, 2.2381, -4.4650], [1.0387, 3.2854, -5.3419], [0.3045, 3.5095, -6.4964], [-0.7759, 2.7001, -6.8184], [-1.1162, 1.6668, -5.9541], [-0.3815, 1.4440, -4.8029], [2.7267, 2.7428, -0.9648], [5.0812, 3.4056, -0.6773], [6.6129, 3.4643, -2.6325], [5.7460, 2.8030, -4.8624], [3.4084, 2.1369, -5.1373], [1.8542, 3.9535, -5.0987], [0.5748, 4.3354, -7.1441], [-1.3483, 2.8761, -7.7204], [-1.9616, 1.0272, -6.1789], [-0.6617, 0.6405, -4.1337], [5.6205, -0.9318, -2.2928], [4.7053, -1.0646, -1.1848], [3.3430, -1.0896, -1.2942], [2.8399, -1.0883, -2.5777], [2.6247, -1.1391, -0.3097], [6.6397, -0.9958, -1.9154], [5.5177, 0.0283, -2.8078], [5.4786, -1.7411, -3.0130], [5.0334, -0.9769, -0.2392], [3.3578, -0.5632, -3.2664], [1.8558, -0.8565, -2.5629], [-1.1150, -1.5406, 3.0313], [0.1371, -1.0661, 2.9766], [0.6144, -0.3648, 1.9868], [1.9071, 0.0631, 2.2688], [2.6170, 0.9954, 1.5193], [3.8866, 1.3538, 1.9264], [4.4631, 0.7984, 3.0743], [3.7492, -0.0956, 3.8528], [2.4650, -0.4345, 3.4459], [1.2784, -1.4133, 4.2704], [-1.7918, -1.0480, 2.4251], [-1.4314, -1.9590, 3.8863], [2.1573, 1.3982, 0.6279], [4.4451, 2.0779, 1.3458], [5.4634, 1.0877, 3.3710], [4.1701, -0.5003, 4.7642], [1.4713, -7.0065, -1.1787], [0.8731, -5.2240, -0.8601], [1.0461, -4.6537, 0.3896], [0.6177, -3.3528, 0.6033], [-0.0138, -2.5673, -0.3772], [-0.1415, -3.2035, -1.6215], [0.2894, -4.5034, -1.8796], [1.5276, -5.2117, 1.1826], [0.8143, -2.9359, 1.5815], [-0.5508, -2.6832, -2.4817], [0.1812, -4.9349, -2.8664]],
  "mulliken_charge": [0.274, -0.290, -0.567, -0.729, 0.388, -0.738, -0.700, 0.044, 0.313, 0.480, 0.361, 0.271, 0.304, -0.726, 0.507, -0.293, 0.426, -0.358, -0.722, -0.618, -0.860, 0.064, 0.307, -0.307, -0.731, -0.477, -0.645, -0.081, 0.393, 0.413, 0.385, 0.359, 0.524, 0.496, 0.369, 0.372, 0.387, 0.110, -0.911, -0.081, 0.294, -0.374, -0.273, 0.339, 0.175, 0.317, 0.264, 0.348, 0.053, -0.192, 0.189, 0.145, -0.860, 0.498, -0.131, -0.688, -0.411, 0.562, -0.347, 0.362, 0.213, -0.239, 0.323, 0.387, 0.389, -0.264, 0.134, -1.008, 0.438, 0.898, -0.085, -1.031, 0.420, 0.033, 0.013, 0.397]
}



According to the calculations, the structures order from most to least stable as model i, model ii.



Model i:
{
  "formula": "C4H5O2P",
  "method": "ωB97M-V with the def2-TZVPD basis set",
  "orbital_gap_ha": 0.291,
  "smiles": "C1=C(C[P@@H]2=CO2)O1",
  "spin_multiplicity": 1,
  "elements": ["C", "C", "C", "C", "O", "O", "P", "H", "H", "H", "H", "H"],
  "coordinates": [[1.7100, -0.8913, 0.5286], [-1.4097, -1.4557, 0.4726], [1.3088, 0.1938, -0.0653], [0.3215, 1.2790, -0.1071], [2.6183, -0.1338, -0.4798], [-1.2441, -0.8155, -1.0262], [-1.2784, 0.2411, 0.0439], [1.7613, -1.9204, 0.7057], [-2.5357, -1.4650, 0.3128], [0.5255, 1.8231, 0.8551], [0.5265, 1.9513, -0.9873], [-2.3038, 1.1934, -0.2531]],
  "mulliken_charge": [-0.145, -0.478, 0.226, -0.522, -0.511, -0.288, 0.462, 0.348, 0.216, 0.279, 0.353, 0.061]
}



Model ii:
{
  "formula": "C4H5O2P",
  "method": "ωB97M-V with the def2-TZVPD basis set",
  "orbital_gap_ha": [0.274, 0.323],
  "spin_multiplicity": 1,
  "elements": ["C", "C", "C", "C", "O", "O", "P", "H", "H", "H", "H", "H"],
  "coordinates": [[0.2730, -0.1356, -0.2026], [-0.5348, 0.8088, 0.6685], [-0.6191, -1.2954, -0.5336], [-2.0323, -0.6293, -0.5806], [-0.9959, -2.0071, 0.5457], [-2.9749, -0.3409, 0.2504], [-2.1897, 1.0845, -0.1257], [0.5209, 0.4057, -1.1204], [1.0878, -0.5864, 0.3264], [-0.4475, 0.5546, 1.8037], [0.0233, 1.7827, 0.7411], [-0.5749, -1.8016, -1.4256]],
  "mulliken_charge": [-0.557, -0.734, 0.134, 0.146, -0.567, -0.225, -0.039, 0.318, 0.311, 0.339, 0.393, 0.481]
}



According to the calculations, the structures order from most to least stable as model ii, model i.



Model i:
{
  "formula": "C8H8O3",
  "method": "ωB97M-V with the def2-TZVPD basis set",
  "orbital_gap_ha": 0.344,
  "smiles": "O=C[C@@]12C=CC=C[C@]1(CO)O2",
  "spin_multiplicity": 1,
  "elements": ["C", "C", "C", "C", "C", "C", "C", "C", "O", "O", "O", "H", "H", "H", "H", "H", "H", "H", "H"],
  "coordinates": [[-0.0457, 2.3269, 0.3705], [1.2624, 1.8442, 0.4051], [-1.1053, 1.5338, 0.1217], [1.5610, 0.5720, -0.0029], [-1.9949, -0.8441, -0.2192], [-0.9835, 0.1997, -0.4686], [0.5284, -0.3235, -0.6126], [0.6775, -1.8546, -0.3715], [-2.7528, -0.8585, 0.6819], [-0.3031, 0.1541, -1.6739], [0.2727, -2.2770, 0.9296], [-0.4372, 3.3256, 0.7315], [2.0717, 2.3516, 0.8325], [-1.9987, 1.8409, 0.4558], [2.5157, 0.2235, 0.1024], [-2.0137, -1.8137, -0.9181], [1.6900, -1.9999, -0.6367], [-0.0349, -2.2016, -1.0992], [1.0904, -2.1993, 1.3717]],
  "mulliken_charge": [-0.445, -0.253, -0.854, -1.037, -0.351, 1.260, 1.022, -1.173, -0.439, -0.511, -0.457, 0.259, 0.432, 0.508, 0.477, 0.204, 0.517, 0.503, 0.338]
}



Model ii:
{
  "formula": "C8H8O3",
  "method": "ωB97M-V with the def2-TZVPD basis set",
  "orbital_gap_ha": 0.350,
  "smiles": "Cc1cccc(O)c1C(=O)O",
  "spin_multiplicity": 1,
  "elements": ["C", "C", "C", "C", "C", "C", "C", "C", "H", "H", "H", "H", "H", "H", "H", "H", "O", "O", "O"],
  "coordinates": [[-1.8557, -0.3414, 1.3637], [-0.8942, -0.3545, 0.2380], [-1.3428, -0.6848, -1.0413], [-0.5359, -0.4277, -2.1972], [0.8824, -0.2447, -2.0333], [1.2386, 0.0756, -0.7591], [0.4737, -0.0326, 0.3173], [0.9740, 0.4323, 1.6410], [-2.7968, -0.8483, 0.8828], [-2.1668, 0.5375, 1.9562], [-1.4385, -1.0167, 2.2570], [-2.5054, -0.7247, -1.3170], [-1.0888, -0.7428, -3.1127], [1.6071, -0.2432, -2.7660], [2.8479, 0.3485, -1.4649], [1.7796, 2.1461, 2.4193], [2.4628, 0.5733, -0.5567], [1.3602, 1.7913, 1.5446], [0.9986, -0.2433, 2.6284]],
  "mulliken_charge": [-1.235, 0.870, -0.713, -0.592, -0.855, 1.271, 0.283, 0.040, 0.325, 0.300, 0.266, 0.148, 0.317, 0.393, 0.324, 0.351, -0.523, -0.463, -0.508]
}



Model iii:
{
  "formula": "C8H8O3",
  "method": "ωB97M-V with the def2-TZVPD basis set",
  "orbital_gap_ha": 0.384,
  "smiles": "C#C[C@]1(C(C)=O)CCOC1=O",
  "spin_multiplicity": 1,
  "elements": ["C", "C", "C", "C", "C", "C", "C", "C", "O", "O", "O", "H", "H", "H", "H", "H", "H", "H", "H"],
  "coordinates": [[0.2332, 1.8914, -1.7470], [0.3864, 1.1729, -0.8182], [0.4829, 0.0327, 1.4468], [0.5011, -1.3438, -0.7881], [-1.6272, -0.0495, 0.2464], [-1.7540, 0.6686, 1.6230], [-0.1845, -0.2532, 0.0795], [1.9668, -1.2108, -0.9838], [1.6363, -0.0578, 1.7923], [-0.2254, -2.2037, -1.2542], [-0.5117, 0.5076, 2.2468], [0.6700, 2.6522, -2.4225], [-2.0883, -1.0010, 0.3625], [-2.0689, 0.6331, -0.5450], [-2.0412, 1.7168, 1.5481], [-2.6436, 0.3277, 2.2187], [2.4855, -2.2362, -1.0619], [2.4658, -0.5692, -0.0939], [2.3167, -0.6778, -1.8495]],
  "mulliken_charge": [0.306, -1.176, 0.493, 0.453, -0.659, -0.363, 1.083, -1.073, -0.580, -0.550, -0.364, 0.341, 0.338, 0.315, 0.229, 0.303, 0.318, 0.274, 0.313]
}



According to the calculations, the structures order from most to least stable as model ii, model i, model iii.